A 5-piece molecular cluster, C32H60NO15P2S overall, computed with wB97M-V/def2-TZVPD.

- E_HOMO: -11.730 eV
- Kohn-Sham gap: 8.8 eV
- Energy relative to the best compared isomer or geometry (same formula, charge and spin): 0.0 kcal per mole
- Total charge: +1
- Energy: -3519.2805 Eh

Bonds (Å) are listed after each position.
Geometry (Å):
1 C -1.5982 -0.5520 3.7924  C2 1.608, H24 1.126, H25 1.123, H26 1.123
2 C -2.4652 -0.4602 5.1433  C1 1.608, C3 1.577, H27 1.130, H28 1.121
3 C -3.9288 0.0792 4.9100  C2 1.577, O4 1.445, H29 1.126, H30 1.139
4 O -4.1015 1.4913 5.1634  C3 1.445, C5 1.421
5 C -3.9907 2.2845 3.9895  O4 1.421, P6 1.903, H31 1.134, H32 1.132
6 P -5.4457 2.0469 2.7859  C5 1.903, C7 1.888, C19 1.890, P22 2.188
7 C -5.7232 3.7156 1.9481  P6 1.888, C8 1.600, H33 1.131, H34 1.127
8 C -4.2666 4.3359 1.7138  C7 1.600, C9 1.578, H35 1.134, H36 1.123
9 C -4.1734 5.2570 0.4364  C8 1.578, C10 1.602, H37 1.128, H38 1.129
10 C -2.6353 5.6858 0.3053  C9 1.602, C11 1.584, H39 1.120, H40 1.136
11 C -1.7389 4.5207 -0.2851  C10 1.584, C12 1.589, H41 1.128, H42 1.128
12 C -1.9204 4.2971 -1.8479  C11 1.589, C13 1.579, H43 1.132, H44 1.122
13 C -2.0979 2.7630 -2.1782  C12 1.579, C14 1.586, H45 1.130, H46 1.130
14 C -0.7434 1.9834 -2.4499  C13 1.586, O15 1.448, H47 1.132, H48 1.128
15 O 0.4416 2.7796 -2.2070  C14 1.448, C16 1.392
16 C 1.2245 2.2657 -1.1766  O15 1.392, C17 1.581, O18 1.225
17 C 2.7782 2.1935 -1.4608  C16 1.581, H49 1.129, H50 1.129, H51 1.126
18 O 0.8004 1.9137 -0.0828  C16 1.225
19 C -4.7977 0.9081 1.4232  P6 1.890, N20 1.486, H52 1.127, H53 1.135
20 N -5.9040 0.2363 0.6932  C19 1.486, C21 1.492, H54 1.026
21 C -5.2735 -0.6513 -0.3272  N20 1.492, H55 1.124, H56 1.129, H57 1.134
22 P -7.2115 1.2729 3.8194  P6 2.188, S23 1.938, H58 1.441, H59 1.440
23 S -8.8275 1.7836 2.8797  P22 1.938
24 H -1.3694 -1.6192 3.5157  C1 1.126
25 H -0.6167 -0.0430 3.9893  C1 1.123
26 H -2.0791 -0.0183 2.9290  C1 1.123
27 H -2.5839 -1.5332 5.4784  C2 1.130
28 H -1.9403 0.1068 5.9553  C2 1.121
29 H -4.2538 -0.2615 3.8867  C3 1.126
30 H -4.6008 -0.4652 5.6516  C3 1.139
31 H -4.0659 3.3661 4.3208  C5 1.134
32 H -2.9910 2.2070 3.4646  C5 1.132
33 H -6.3280 4.3352 2.6751  C7 1.131
34 H -6.2734 3.5276 0.9831  C7 1.127
35 H -3.5876 3.4497 1.5126  C8 1.134
36 H -3.9605 4.8642 2.6566  C8 1.123
37 H -4.5495 4.7483 -0.4970  C9 1.128
38 H -4.7622 6.1940 0.6610  C9 1.129
39 H -2.5011 6.6687 -0.2151  C10 1.120
40 H -2.2870 5.8197 1.3778  C10 1.136
41 H -1.8860 3.5445 0.2601  C11 1.128
42 H -0.6597 4.8045 -0.1178  C11 1.128
43 H -2.8404 4.8422 -2.2202  C12 1.132
44 H -1.0444 4.7805 -2.3547  C12 1.122
45 H -2.6353 2.2195 -1.3459  C13 1.130
46 H -2.7393 2.6916 -3.1060  C13 1.130
47 H -0.7332 1.7163 -3.5501  C14 1.132
48 H -0.7162 1.0056 -1.8883  C14 1.128
49 H 3.0068 3.0769 -2.1262  C17 1.129
50 H 3.0382 1.2334 -1.9955  C17 1.129
51 H 3.3491 2.2827 -0.4946  C17 1.126
52 H -4.0233 0.1783 1.7951  C19 1.127
53 H -4.2658 1.5619 0.6623  C19 1.135
54 H -6.3986 -0.3981 1.3304  N20 1.026
55 H -5.0276 -0.1021 -1.2761  C21 1.124
56 H -5.9677 -1.5016 -0.5933  C21 1.129
57 H -4.3237 -1.1374 0.0557  C21 1.134
58 H -7.0309 -0.1524 3.9298  P22 1.441
59 H -7.2022 1.8659 5.1313  P22 1.440
60 C -6.0469 -1.4341 10.7305  C61 1.513, H67 1.091, H68 1.092, H69 1.092
61 C -6.2047 -1.3315 9.2289  C60 1.513, C62 1.504, O66 1.432, H70 1.095
62 C -7.1511 -2.3435 8.6452  C61 1.504, O63 1.427, H71 1.090, H72 1.094
63 O -6.6324 -2.5255 7.3280  C62 1.427, C64 1.359
64 C -5.3060 -2.2350 7.3795  O63 1.359, O65 1.196, O66 1.358
65 O -4.5277 -2.4687 6.5013  C64 1.196
66 O -4.9791 -1.6461 8.5590  C61 1.432, C64 1.358
67 H -7.0161 -1.4958 11.2287  C60 1.091
68 H -5.4464 -2.3041 11.0043  C60 1.092
69 H -5.5224 -0.5571 11.1153  C60 1.092
70 H -6.4923 -0.3128 8.9485  C61 1.095
71 H -8.1774 -1.9771 8.6085  C62 1.090
72 H -7.1355 -3.3055 9.1651  C62 1.094
73 C 6.9918 0.1283 -0.6685  C74 1.514, H80 1.092, H81 1.092, H82 1.092
74 C 6.7749 0.2288 -2.1632  C73 1.514, C75 1.497, O79 1.430, H83 1.095
75 C 5.8697 -0.8309 -2.7108  C74 1.497, O76 1.425, H84 1.091, H85 1.091
76 O 6.3406 -0.9845 -4.0472  C75 1.425, C77 1.363
77 C 7.6538 -0.6179 -4.0457  O76 1.363, O78 1.194, O79 1.363
78 O 8.4053 -0.8093 -4.9538  C77 1.194
79 O 7.9923 -0.0098 -2.8738  C74 1.430, C77 1.363
80 H 6.0460 0.0084 -0.1364  C73 1.092
81 H 7.6508 -0.7068 -0.4220  C73 1.092
82 H 7.4789 1.0324 -0.2968  C73 1.092
83 H 6.4193 1.2308 -2.4268  C74 1.095
84 H 4.8236 -0.5209 -2.7035  C75 1.091
85 H 5.9579 -1.7896 -2.1966  C75 1.091
86 C 6.8949 -6.8852 -4.1489  C87 1.513, H93 1.092, H94 1.092, H95 1.092
87 C 5.9658 -5.9143 -3.4532  C86 1.513, C88 1.504, O92 1.432, H96 1.095
88 C 6.4743 -4.4996 -3.4267  C87 1.504, O89 1.428, H97 1.091, H98 1.094
89 O 5.8855 -3.9831 -2.2326  C88 1.428, C90 1.363
90 C 5.6741 -5.0429 -1.4014  O89 1.363, O91 1.192, O92 1.360
91 O 5.3753 -4.9466 -0.2511  C90 1.192
92 O 5.8514 -6.2196 -2.0590  C87 1.432, C90 1.360
93 H 7.2242 -6.4973 -5.1147  C86 1.092
94 H 7.7695 -7.1033 -3.5320  C86 1.092
95 H 6.3866 -7.8362 -4.3201  C86 1.092
96 H 4.9655 -5.9670 -3.8945  C87 1.095
97 H 6.1488 -3.9270 -4.2963  C88 1.091
98 H 7.5629 -4.4285 -3.3417  C88 1.094
99 C 7.1569 -0.9539 -7.4107  C100 1.514, H106 1.092, H107 1.093, H108 1.090
100 C 7.2608 -1.8957 -8.5914  C99 1.514, C101 1.504, O105 1.431, H109 1.095
101 C 6.8018 -1.2996 -9.8933  C100 1.504, O102 1.426, H110 1.091, H111 1.094
102 O 6.3407 -2.4415 -10.6119  C101 1.426, C103 1.361
103 C 5.9625 -3.3675 -9.6889  O102 1.361, O104 1.193, O105 1.362
104 O 5.3518 -4.3610 -9.9390  C103 1.193
105 O 6.3721 -3.0072 -8.4407  C100 1.431, C103 1.362
106 H 7.5859 0.0237 -7.6408  C99 1.092
107 H 6.1162 -0.8255 -7.1007  C99 1.093
108 H 7.6900 -1.3643 -6.5525  C99 1.090
109 H 8.2806 -2.2854 -8.6736  C100 1.095
110 H 7.6129 -0.8075 -10.4313  C101 1.091
111 H 5.9711 -0.5962 -9.7806  C101 1.094